198
Properties=species:S:1:pos:R:3 method="wB97M-V/def2-TZVPD" relative_energy_ev=0.0000 gap_ev=8.11
C 0.091 7.666 -2.185
C 1.001 6.710 -2.543
C 1.290 5.609 -1.757
C 0.648 5.445 -0.508
C -0.179 6.535 -0.061
C -0.452 7.616 -0.901
N 1.013 4.380 0.396
O 2.121 3.869 0.236
O 0.312 4.096 1.366
H -0.129 8.524 -2.802
H 1.424 6.784 -3.533
H 1.950 4.934 -2.282
H -0.535 6.532 0.959
H -0.894 8.551 -0.591
C 6.888 -6.728 -2.461
C 5.847 -5.997 -2.920
C 5.121 -5.247 -2.004
C 5.450 -5.302 -0.674
C 6.421 -6.158 -0.170
C 7.209 -6.864 -1.079
N 4.711 -4.458 0.280
O 3.946 -3.637 -0.188
O 4.861 -4.630 1.491
H 7.493 -7.266 -3.177
H 5.536 -5.923 -3.951
H 4.397 -4.541 -2.385
H 6.654 -6.042 0.878
H 8.072 -7.398 -0.710
C -1.771 1.162 -5.767
C -1.306 0.062 -5.096
C -0.082 -0.488 -5.530
C 0.706 0.206 -6.418
C 0.210 1.378 -7.039
C -1.040 1.856 -6.716
N 2.088 -0.260 -6.573
O 2.303 -1.481 -6.575
O 2.979 0.588 -6.674
H -2.630 1.637 -5.318
H -1.869 -0.362 -4.277
H 0.208 -1.416 -5.060
H 0.826 1.983 -7.689
H -1.454 2.773 -7.111
C -3.262 -4.134 3.400
C -3.278 -2.815 3.084
C -3.862 -1.870 3.929
C -4.430 -2.256 5.196
C -4.417 -3.627 5.489
C -3.831 -4.569 4.592
N -4.852 -1.227 6.171
O -4.467 -0.067 5.973
O -5.494 -1.597 7.130
H -2.745 -4.801 2.727
H -2.885 -2.492 2.131
H -3.921 -0.879 3.503
H -4.705 -4.085 6.424
H -3.711 -5.597 4.899
C 0.677 4.339 -5.021
C -0.216 5.347 -5.454
C 0.258 6.412 -6.143
C 1.615 6.680 -6.140
C 2.498 5.703 -5.727
C 2.072 4.528 -5.154
N 2.103 7.954 -6.673
O 1.238 8.733 -7.128
O 3.308 8.119 -6.571
H 0.112 3.527 -4.587
H -1.283 5.243 -5.323
H -0.500 7.052 -6.568
H 3.560 5.869 -5.828
H 2.755 3.781 -4.778
C 0.198 5.046 6.251
C 0.382 4.442 5.044
C -0.620 3.721 4.362
C -1.837 3.522 5.043
C -2.067 4.339 6.213
C -1.097 5.023 6.828
N -2.911 2.704 4.458
O -4.035 2.834 4.908
O -2.630 1.833 3.619
H 0.993 5.506 6.819
H 1.391 4.442 4.659
H -0.383 3.204 3.444
H -3.095 4.311 6.542
H -1.279 5.545 7.757
C -3.485 5.687 -2.073
C -3.980 5.152 -3.261
C -4.106 3.799 -3.412
C -3.874 3.000 -2.299
C -3.350 3.513 -1.077
C -3.094 4.845 -0.970
N -4.117 1.582 -2.581
O -3.388 0.831 -1.932
O -4.963 1.235 -3.404
H -3.399 6.760 -1.988
H -4.184 5.842 -4.066
H -4.517 3.468 -4.354
H -3.175 2.797 -0.288
H -2.735 5.250 -0.035
C 0.459 -1.256 1.289
C 1.010 -1.570 0.076
C 0.897 -0.588 -0.965
C 0.219 0.602 -0.732
C -0.311 0.883 0.533
C -0.241 -0.084 1.515
N 0.065 1.577 -1.841
O 0.484 1.179 -2.936
O -0.530 2.616 -1.640
H 0.427 -1.962 2.105
H 1.434 -2.556 -0.038
H 1.289 -0.841 -1.938
H -0.790 1.839 0.687
H -0.765 0.122 2.436
C -0.430 -6.315 0.587
C -0.724 -6.906 1.794
C -0.086 -6.494 2.943
C 0.905 -5.497 2.859
C 1.298 -5.005 1.601
C 0.610 -5.400 0.451
N 1.611 -5.075 4.084
O 2.557 -4.252 3.893
O 1.256 -5.516 5.174
H -0.998 -6.645 -0.270
H -1.521 -7.634 1.828
H -0.416 -6.978 3.851
H 2.097 -4.306 1.403
H 0.905 -5.113 -0.547
C -6.026 0.471 1.426
C -6.638 -0.685 1.672
C -7.188 -0.849 2.954
C -7.171 0.122 3.952
C -6.457 1.303 3.627
C -5.887 1.490 2.401
N -7.754 -0.088 5.280
O -8.167 -1.168 5.619
O -7.792 0.922 6.010
H -5.512 0.484 0.476
H -6.716 -1.474 0.938
H -7.669 -1.750 3.306
H -6.454 2.142 4.307
H -5.345 2.386 2.135
C 4.900 -1.612 2.741
C 3.630 -1.261 3.081
C 3.254 0.097 3.032
C 4.188 1.105 2.741
C 5.424 0.693 2.210
C 5.781 -0.658 2.242
N 3.819 2.521 2.935
O 4.682 3.332 2.792
O 2.662 2.741 3.291
H 5.287 -2.619 2.786
H 2.949 -2.032 3.409
H 2.240 0.334 3.318
H 6.121 1.487 1.986
H 6.791 -0.881 1.931
N -4.826 -3.047 -0.398
C -3.932 -2.109 -0.740
C -2.683 -2.386 -1.291
C -2.364 -3.724 -1.599
C -3.385 -4.698 -1.369
C -4.540 -4.288 -0.733
H -4.321 -1.108 -0.630
H -1.989 -1.559 -1.289
H -1.378 -3.903 -2.003
H -3.288 -5.744 -1.621
H -5.382 -4.932 -0.528
N 4.276 -1.104 -2.559
C 4.117 -0.705 -1.310
C 3.937 0.626 -0.930
C 3.923 1.565 -2.001
C 4.101 1.192 -3.300
C 4.281 -0.150 -3.553
H 4.049 -1.488 -0.569
H 3.654 0.928 0.068
H 3.715 2.586 -1.718
H 4.184 1.915 -4.098
H 4.433 -0.521 -4.556
N -0.497 -1.357 5.768
C 0.802 -1.925 5.874
C 1.931 -1.117 6.092
C 1.767 0.258 6.198
C 0.502 0.825 6.025
C -0.549 0.004 5.753
H 0.867 -2.998 5.977
H 2.882 -1.563 6.343
H 2.580 0.924 6.447
H 0.376 1.897 6.065
H -1.545 0.382 5.580
N 1.482 -4.854 -3.267
C 2.129 -3.844 -3.880
C 2.782 -4.070 -5.136
C 2.777 -5.329 -5.647
C 2.058 -6.385 -5.013
C 1.480 -6.092 -3.787
H 2.300 -2.925 -3.339
H 3.317 -3.251 -5.593
H 3.269 -5.445 -6.602
H 1.854 -7.388 -5.357
H 0.770 -6.666 -3.211